# 1
Formula: C40H61B2BiN8O3P
Source: OMol25
Level of theory: ωB97M-V/def2-TZVPD

Results
LUMO level   -2.78 eV
Kohn-Sham gap   8.30 eV
E_HOMO   -11.081 eV
Total charge   +1
ΔE to the lowest compared entry with this formula, charge and spin   0.780 eV

Last column: Löwdin charge in e.
Element x y z (Å)
1 Bi -0.331 0.353 -0.945  1.778
2 C 2.258 3.441 1.586  -0.042
3 C 2.201 2.653 0.276  -0.376
4 C 3.585 2.584 -0.366  -0.047
5 C 1.195 3.258 -0.652  -0.268
6 C 1.184 4.541 -1.192  0.017
7 C 0.019 4.610 -1.934  -0.035
8 N -0.632 3.449 -1.840  -0.012
9 N 0.083 2.615 -1.050  -0.076
10 B -1.900 3.036 -2.639  -0.531
11 N -1.523 2.223 -3.875  -0.044
12 C -1.565 2.569 -5.173  -0.058
13 C -1.141 1.489 -5.917  -0.006
14 C -0.854 0.493 -4.967  -0.298
15 N -1.075 0.954 -3.738  0.050
16 C -0.440 -0.937 -5.190  -0.386
17 C -0.236 -1.240 -6.671  -0.071
18 C -1.462 -1.894 -4.578  -0.052
19 N -2.843 2.187 -1.743  -0.006
20 C -4.177 2.294 -1.832  -0.039
21 C -4.759 1.137 -1.379  0.015
22 C -3.693 0.303 -1.027  -0.242
23 N -2.544 0.960 -1.228  -0.069
24 C -3.844 -1.118 -0.553  -0.339
25 C -2.545 -1.911 -0.473  -0.094
26 C -4.613 -1.175 0.770  -0.041
27 H 2.912 2.940 2.301  0.085
28 H 1.273 3.545 2.038  0.084
29 H 2.659 4.440 1.404  0.089
30 H 1.878 1.632 0.508  0.076
31 H 3.948 3.585 -0.609  0.090
32 H 3.573 1.998 -1.283  0.031
33 H 4.296 2.130 0.326  0.084
34 H 1.913 5.320 -1.048  0.119
35 H -0.402 5.418 -2.509  0.136
36 H -2.475 4.036 -2.957  0.125
37 H -1.915 3.542 -5.475  0.125
38 H -1.087 1.420 -6.989  0.105
39 H 0.519 -1.096 -4.685  0.078
40 H -1.164 -1.101 -7.228  0.087
41 H 0.083 -2.275 -6.804  0.082
42 H 0.525 -0.595 -7.114  0.078
43 H -2.420 -1.802 -5.094  0.093
44 H -1.632 -1.667 -3.526  0.038
45 H -1.125 -2.929 -4.663  0.085
46 H -4.615 3.192 -2.234  0.132
47 H -5.809 0.906 -1.324  0.118
48 H -4.467 -1.597 -1.315  0.149
49 H -1.912 -1.545 0.340  0.021
50 H -2.001 -1.918 -1.421  0.040
51 H -2.758 -2.954 -0.236  0.103
52 H -4.049 -0.682 1.561  0.070
53 H -4.785 -2.213 1.059  0.088
54 H -5.582 -0.684 0.684  0.081
55 C -1.564 -0.443 8.290  -0.064
56 C -2.288 -0.733 6.975  -0.558
57 C -2.489 -2.250 6.858  -0.043
58 C -3.657 -0.040 7.018  -0.041
59 C -1.503 -0.236 5.759  -0.160
60 C -0.233 0.335 5.872  -0.006
61 C 0.493 0.794 4.770  0.036
62 C -0.108 0.658 3.543  -0.201
63 O 0.366 1.003 2.289  0.094
64 B -0.609 0.597 1.397  -0.668
65 O -1.695 0.052 2.068  0.103
66 C -1.360 0.089 3.412  -0.197
67 C -2.080 -0.365 4.487  0.055
68 H -2.172 -0.800 9.122  0.091
69 H -1.400 0.626 8.435  0.092
70 H -0.601 -0.954 8.348  0.088
71 H -3.092 -2.614 7.691  0.091
72 H -1.531 -2.773 6.889  0.082
73 H -2.998 -2.522 5.932  0.081
74 H -4.216 -0.379 7.891  0.090
75 H -4.258 -0.263 6.136  0.077
76 H -3.543 1.044 7.086  0.095
77 H 0.218 0.437 6.848  0.105
78 H 1.472 1.239 4.880  0.127
79 H -3.059 -0.804 4.349  0.129
80 C 4.565 -1.459 -5.039  -0.158
81 C 3.315 -1.578 -4.175  -0.476
82 P 2.728 -0.037 -3.338  0.878
83 C 3.423 -2.430 -0.046  -0.014
84 C 3.321 -0.699 1.798  -0.017
85 C 2.596 1.165 -4.727  -0.455
86 C 2.217 2.549 -4.211  -0.162
87 H 4.857 -2.434 -5.431  0.073
88 H 5.404 -1.062 -4.466  0.069
89 H 4.403 -0.801 -5.892  0.061
90 H 3.465 -2.319 -3.386  0.050
91 H 2.474 -1.954 -4.765  0.056
92 H 4.002 -2.312 -0.955  0.101
93 H 3.993 0.382 -2.850  -0.037
94 H 2.773 0.172 2.156  0.064
95 H 4.360 -0.415 1.626  0.093
96 H 3.306 -1.459 2.576  0.081
97 H 1.815 0.794 -5.396  0.056
98 H 3.525 1.204 -5.297  0.072
99 H 1.237 2.525 -3.729  0.038
100 H 2.172 3.273 -5.024  0.080
101 H 2.942 2.914 -3.480  0.058
102 N -0.099 -3.121 3.956  0.199
103 C 0.865 -3.908 3.395  -0.493
104 O 1.148 -5.005 3.827  0.078
105 C 1.529 -3.343 2.164  -0.112
106 C 2.653 -3.952 1.740  0.014
107 C 3.406 -3.626 0.554  -0.049
108 C 2.722 -1.209 0.486  -0.385
109 N 1.272 -1.470 0.563  0.015
110 C 0.819 -2.346 1.373  -0.107
111 H -0.474 -3.452 4.830  0.102
112 H -0.101 -2.122 3.819  0.076
113 H 2.965 -4.817 2.317  0.131
114 H 4.014 -4.421 0.139  0.115
115 H 2.835 -0.423 -0.265  0.075
116 H -0.269 -2.422 1.432  0.117

# 2
Formula: C40H62F15N2O10
Source: OMol25
Level of theory: ωB97M-V/def2-TZVPD

Results
LUMO level   -5.56 eV
Kohn-Sham gap   6.37 eV
E_HOMO   -11.934 eV
Total charge   +1

Last column: Löwdin charge in e.
Element x y z (Å)
1 C -2.101 5.204 -1.441  -0.156
2 C -1.511 3.656 -1.639  -0.272
3 C -2.690 2.539 -1.414  -0.232
4 C -2.158 0.986 -1.456  -0.221
5 C -2.761 0.040 -0.252  -0.218
6 C -1.682 -1.127 0.194  -0.224
7 C -0.889 -0.580 1.540  -0.233
8 C 0.332 -1.576 2.036  -0.209
9 C 0.923 -0.952 3.468  -0.218
10 C 2.244 -1.792 4.013  -0.191
11 C 3.523 -1.259 3.111  -0.235
12 C 4.989 -1.732 3.674  -0.205
13 C 5.509 -0.935 5.011  -0.220
14 C 5.110 0.654 5.072  -0.196
15 C 5.618 1.538 3.773  -0.184
16 C 7.178 1.259 3.338  -0.151
17 C 7.414 1.013 1.737  -0.021
18 C 6.334 0.166 0.772  0.094
19 C 6.881 0.111 -0.765  0.045
20 N 8.098 0.707 -1.380  -0.013
21 N 8.979 1.394 -0.611  0.049
22 C 8.675 1.517 0.828  0.010
23 H -1.385 5.997 -1.941  0.073
24 H -2.120 5.460 -0.275  0.082
25 H -3.173 5.313 -1.905  0.077
26 H -1.076 3.600 -2.749  0.109
27 H -0.596 3.544 -0.912  0.101
28 H -3.453 2.667 -2.309  0.106
29 H -3.260 2.820 -0.411  0.120
30 H -0.972 1.025 -1.336  0.112
31 H -2.402 0.541 -2.520  0.100
32 H -3.791 -0.457 -0.593  0.119
33 H -2.979 0.756 0.675  0.109
34 H -0.906 -1.274 -0.671  0.105
35 H -2.252 -2.138 0.369  0.113
36 H -0.504 0.506 1.272  0.117
37 H -1.716 -0.457 2.392  0.126
38 H -0.033 -2.686 2.193  0.121
39 H 1.145 -1.591 1.184  0.104
40 H 1.218 0.170 3.204  0.109
41 H 0.101 -0.901 4.305  0.118
42 H 2.046 -2.931 3.783  0.123
43 H 2.379 -1.570 5.154  0.112
44 H 3.412 -1.707 2.014  0.112
45 H 3.390 -0.101 3.001  0.084
46 H 5.841 -1.636 2.863  0.082
47 H 4.944 -2.883 3.958  0.127
48 H 6.679 -1.126 5.142  0.107
49 H 5.010 -1.450 5.957  0.119
50 H 5.600 1.102 6.057  0.128
51 H 3.941 0.705 5.250  0.123
52 H 5.536 2.679 4.115  0.130
53 H 4.915 1.447 2.830  0.099
54 H 7.710 0.399 3.933  0.114
55 H 7.776 2.255 3.613  0.138
56 H 5.348 -0.324 1.188  0.102
57 H 6.188 -0.508 -1.517  0.147
58 H 8.298 0.603 -2.420  0.196
59 H 9.512 2.098 1.454  0.143
60 C 11.161 -2.280 2.608  -0.059
61 C 10.714 -1.362 3.730  -0.217
62 O 10.347 -2.126 4.889  0.002
63 C 11.378 -2.524 5.700  -0.318
64 O 12.559 -2.267 5.482  0.157
65 C 10.845 -3.281 6.916  -0.466
66 F 9.884 -4.193 6.590  0.130
67 F 10.279 -2.444 7.833  0.145
68 F 11.813 -3.974 7.580  0.151
69 H 10.392 -3.028 2.392  0.085
70 H 11.364 -1.708 1.698  0.080
71 H 12.068 -2.827 2.883  0.084
72 H 9.821 -0.810 3.418  0.099
73 H 11.482 -0.620 3.976  0.130
74 C -1.519 -1.092 -8.874  -0.062
75 C -1.123 -1.105 -7.409  -0.213
76 O -1.433 0.154 -6.793  0.009
77 C -2.731 0.322 -6.384  -0.319
78 O -3.607 -0.527 -6.521  0.148
79 C -2.908 1.679 -5.703  -0.453
80 F -2.304 2.695 -6.385  0.148
81 F -2.377 1.696 -4.447  0.121
82 F -4.215 2.041 -5.568  0.117
83 H -1.055 -0.245 -9.391  0.085
84 H -1.212 -2.019 -9.367  0.085
85 H -2.601 -0.981 -8.990  0.080
86 H -0.040 -1.243 -7.324  0.125
87 H -1.597 -1.933 -6.870  0.126
88 C -6.973 1.654 -4.916  -0.059
89 C -7.714 0.818 -3.889  -0.204
90 O -9.068 1.274 -3.750  0.010
91 C -9.959 0.814 -4.685  -0.322
92 O -9.656 0.058 -5.604  0.147
93 C -11.365 1.334 -4.390  -0.459
94 F -11.381 2.661 -4.074  0.130
95 F -11.941 0.686 -3.337  0.149
96 F -12.220 1.186 -5.441  0.135
97 H -7.035 2.717 -4.664  0.090
98 H -5.920 1.362 -4.967  0.057
99 H -7.413 1.537 -5.911  0.086
100 H -7.237 0.934 -2.910  0.126
101 H -7.683 -0.249 -4.137  0.128
102 C -13.600 4.433 -5.489  -0.059
103 C -13.620 3.727 -6.832  -0.208
104 O -14.929 3.798 -7.418  0.013
105 C -15.229 4.958 -8.085  -0.323
106 O -14.455 5.905 -8.194  0.142
107 C -16.626 4.879 -8.699  -0.471
108 F -17.552 4.364 -7.840  0.139
109 F -16.654 4.085 -9.808  0.142
110 F -17.108 6.093 -9.089  0.141
111 H -14.378 4.031 -4.831  0.090
112 H -12.628 4.312 -5.002  0.063
113 H -13.800 5.503 -5.601  0.080
114 H -13.392 2.666 -6.691  0.107
115 H -12.863 4.132 -7.513  0.129
116 C 6.898 -5.006 7.571  -0.066
117 C 6.157 -5.842 8.598  -0.204
118 O 4.803 -5.385 8.737  0.010
119 C 3.912 -5.846 7.802  -0.325
120 O 4.215 -6.602 6.882  0.142
121 C 2.506 -5.326 8.097  -0.471
122 F 2.490 -3.998 8.413  0.135
123 F 1.930 -5.974 9.150  0.148
124 F 1.651 -5.473 7.046  0.139
125 H 6.836 -3.942 7.823  0.083
126 H 7.950 -5.297 7.520  0.069
127 H 6.458 -5.122 6.575  0.077
128 H 6.634 -5.725 9.577  0.130
129 H 6.188 -6.909 8.350  0.129

# 3
Formula: C40H63BF19NO9P
Source: OMol25
Level of theory: ωB97M-V/def2-TZVPD

Results
LUMO level   -2.63 eV
Kohn-Sham gap   8.35 eV
E_HOMO   -10.981 eV
Total charge   +1

Last column: Löwdin charge in e.
Element x y z (Å)
1 N -1.527 -0.363 0.444  0.182
2 B -0.753 0.837 0.338  -0.689
3 O -0.966 1.892 1.196  0.137
4 P 0.606 1.071 -1.057  1.126
5 C 2.179 1.372 -0.113  -0.226
6 C 2.869 0.065 0.305  -0.124
7 C 2.101 -0.663 1.387  -0.228
8 F 1.717 -1.919 1.113  0.091
9 C 1.839 -0.121 2.548  -0.354
10 F 2.636 0.705 3.112  0.213
11 F 0.718 -0.413 3.176  0.151
12 C 0.631 -0.489 -2.019  -0.245
13 C 1.782 -0.590 -3.052  -0.133
14 C 1.733 -1.975 -3.664  -0.232
15 F 2.740 -2.836 -3.457  0.092
16 C 0.699 -2.398 -4.408  -0.346
17 F 0.327 -1.774 -5.487  0.172
18 F -0.004 -3.451 -4.135  0.193
19 C 0.319 2.572 -2.087  -0.217
20 C -0.928 2.476 -3.006  -0.090
21 C -2.140 3.240 -2.469  -0.440
22 F -1.977 4.525 -2.875  0.131
23 F -2.196 3.289 -1.120  0.130
24 C -3.503 2.775 -3.046  -0.368
25 F -3.327 2.633 -4.373  0.161
26 F -4.409 3.727 -2.889  0.197
27 C -3.988 1.394 -2.484  -0.326
28 F -4.532 0.726 -3.511  0.173
29 F -2.980 0.627 -2.029  0.144
30 C -5.083 1.508 -1.388  -0.362
31 F -6.239 1.896 -1.910  0.194
32 F -4.760 2.454 -0.491  0.172
33 C -5.335 0.206 -0.564  -0.359
34 F -4.336 -0.049 0.273  0.158
35 F -6.393 0.473 0.213  0.178
36 C -5.714 -1.074 -1.358  -0.582
37 F -6.698 -0.876 -2.198  0.220
38 F -6.153 -1.955 -0.457  0.168
39 F -4.689 -1.641 -1.959  0.202
40 H -2.153 -0.237 1.241  0.093
41 H -0.890 -1.134 0.659  0.093
42 H -0.357 2.605 0.948  0.091
43 H 2.820 2.019 -0.730  0.112
44 H 1.891 1.992 0.750  0.104
45 H 3.838 0.358 0.750  0.131
46 H 3.112 -0.578 -0.545  0.113
47 H -0.352 -0.671 -2.471  0.105
48 H 0.773 -1.301 -1.282  0.106
49 H 1.600 0.132 -3.865  0.092
50 H 2.784 -0.470 -2.626  0.120
51 H 0.270 3.439 -1.409  0.113
52 H 1.198 2.753 -2.722  0.110
53 H -1.133 1.431 -3.266  0.114
54 H -0.666 2.970 -3.950  0.142
55 C 5.075 2.366 4.997  -0.021
56 C 5.788 1.775 3.811  -0.486
57 O 5.234 1.665 2.732  0.034
58 C 7.209 1.323 4.010  -0.029
59 H 4.069 2.648 4.707  0.047
60 H 5.016 1.629 5.801  0.093
61 H 5.599 3.256 5.348  0.096
62 H 7.249 0.546 4.770  0.072
63 H 7.828 2.172 4.311  0.093
64 H 7.594 0.920 3.081  0.067
65 C 8.168 -3.697 3.222  -0.020
66 C 7.544 -2.389 3.641  -0.485
67 O 7.994 -1.327 3.270  0.055
68 C 6.335 -2.463 4.543  -0.011
69 H 9.024 -3.499 2.579  0.083
70 H 8.508 -4.247 4.101  0.088
71 H 7.443 -4.296 2.668  0.086
72 H 6.596 -2.960 5.478  0.091
73 H 5.531 -3.009 4.046  0.087
74 H 5.987 -1.456 4.766  0.066
75 C 2.253 2.047 -7.792  -0.015
76 C 2.360 1.026 -6.694  -0.477
77 O 2.340 1.349 -5.520  0.030
78 C 2.491 -0.418 -7.105  -0.009
79 H 2.165 3.041 -7.355  0.082
80 H 3.147 2.018 -8.417  0.092
81 H 1.370 1.850 -8.400  0.095
82 H 3.393 -0.559 -7.702  0.098
83 H 1.614 -0.718 -7.680  0.094
84 H 2.558 -1.041 -6.216  0.062
85 C 1.909 6.032 -10.430  -0.025
86 C 3.146 5.168 -10.472  -0.509
87 O 3.097 4.012 -10.828  0.057
88 C 4.446 5.808 -10.052  -0.024
89 H 1.050 5.447 -10.756  0.081
90 H 1.731 6.380 -9.411  0.083
91 H 2.027 6.886 -11.098  0.087
92 H 4.378 6.147 -9.017  0.084
93 H 4.674 6.653 -10.704  0.088
94 H 5.250 5.078 -10.131  0.082
95 C -0.551 -4.224 7.011  -0.017
96 C 0.387 -3.232 6.370  -0.496
97 O 1.585 -3.403 6.365  0.068
98 C -0.231 -2.012 5.732  -0.021
99 H 0.026 -5.047 7.428  0.084
100 H -1.110 -3.743 7.816  0.087
101 H -1.241 -4.620 6.265  0.080
102 H -0.775 -1.432 6.481  0.091
103 H -0.907 -2.313 4.929  0.078
104 H 0.557 -1.392 5.314  0.043
105 C -4.752 -4.249 4.333  -0.015
106 C -4.045 -3.475 3.249  -0.496
107 O -2.838 -3.504 3.134  0.049
108 C -4.902 -2.661 2.313  -0.022
109 H -4.018 -4.786 4.931  0.076
110 H -5.302 -3.564 4.982  0.090
111 H -5.440 -4.969 3.889  0.090
112 H -5.455 -1.907 2.876  0.098
113 H -5.597 -3.312 1.781  0.086
114 H -4.265 -2.160 1.587  0.056
115 C -9.879 -2.847 -0.242  -0.024
116 C -9.764 -3.672 1.017  -0.509
117 O -9.689 -3.153 2.107  0.065
118 C -9.745 -5.173 0.856  -0.025
119 H -9.880 -1.790 0.019  0.082
120 H -9.028 -3.047 -0.895  0.076
121 H -10.810 -3.082 -0.760  0.087
122 H -8.890 -5.472 0.246  0.083
123 H -10.670 -5.510 0.386  0.087
124 H -9.658 -5.640 1.835  0.081
125 C 1.368 1.822 7.724  -0.008
126 C 1.502 2.304 6.302  -0.482
127 O 2.357 3.090 5.963  0.055
128 C 0.535 1.772 5.281  -0.018
129 H 2.135 2.290 8.338  0.086
130 H 0.387 2.092 8.119  0.089
131 H 1.498 0.738 7.764  0.085
132 H -0.490 2.035 5.550  0.097
133 H 0.639 0.692 5.214  0.044
134 H 0.766 2.209 4.311  0.075